# C4H4N2O3

The molecule C4H4N2O3 (ωB97M-V/def2-TZVPD, OMol25).

Computed properties:
HOMO level: -9.8 eV
electronic energy: -13330.756 eV
SMILES string: O=CCC1=NOC=NO1
energy above the lowest of the compared OMol25 structures with the same formula, charge and spin: 492.6 kJ/mol
orbital gap: 0.378 Eh

```
! wB97M-V def2-TZVPD RIJCOSX def2/J DEFGRID3
* xyz 0 1
C 1.451 -1.891 -0.352
C 1.154 -0.642 0.409
C 0.081 0.239 -0.053
C -1.990 1.759 -0.041
H 0.947 -2.025 -1.297
H 2.096 -0.170 0.681
H 0.783 -1.064 1.314
H -2.948 2.134 0.129
N -0.942 -0.122 -0.799
N -1.004 2.185 0.657
O 1.981 -2.892 0.105
O -1.823 0.940 -1.092
O 0.214 1.548 0.340
*
```

---

# C33H31N2OS

A cluster of 2 separate species, C33H31N2OS in total (ωB97M-V/def2-TZVPD, OMol25).

Computed properties:
HOMO level: -9.1 eV
electronic energy: -50579.287 eV
energy above the lowest of the compared OMol25 structures with the same formula, charge and spin: 145.9 kJ/mol
orbital gap: 0.167 Eh

```
! wB97M-V def2-TZVPD RIJCOSX def2/J DEFGRID3
* xyz 1 1
C 1.239 -1.510 1.882
O 0.405 -0.780 0.935
C -0.837 -0.369 1.313
C -1.024 1.045 1.643
C -0.886 1.489 2.975
C -0.773 2.856 3.236
C -0.863 3.777 2.185
C -1.208 3.349 0.900
C -1.309 1.984 0.647
C -1.808 -1.352 1.511
N -3.134 -1.108 1.800
C -3.789 0.148 1.492
C -3.837 -2.189 2.333
C -3.040 -3.336 2.414
C -3.493 -4.447 3.131
C -4.765 -4.413 3.721
C -5.574 -3.270 3.599
C -5.108 -2.136 2.926
S -1.506 -3.103 1.586
H 1.919 -2.098 1.263
H 1.798 -0.783 2.482
H 0.651 -2.169 2.536
H -0.877 0.736 3.765
H -0.617 3.187 4.267
H -0.683 4.835 2.361
H -1.396 4.071 0.100
H -1.573 1.609 -0.338
H -4.852 -0.016 1.655
H -3.455 0.949 2.158
H -3.624 0.445 0.449
H -2.833 -5.306 3.228
H -5.133 -5.271 4.288
H -6.574 -3.257 4.039
H -5.707 -1.223 2.885
C -2.179 -0.218 -4.248
N -0.978 -0.167 -3.433
C -0.798 0.730 -2.438
C 0.552 0.666 -1.971
C 1.125 1.544 -1.066
C 2.519 1.674 -0.711
C 3.239 0.645 -0.063
C 4.602 0.762 0.176
C 5.295 1.906 -0.240
C 6.783 1.997 -0.136
C 4.572 2.989 -0.759
C 3.205 2.893 -0.962
C 1.209 -0.337 -2.829
C 2.525 -0.701 -3.064
C 2.796 -1.628 -4.091
C 1.787 -2.119 -4.939
C 0.466 -1.672 -4.792
C 0.218 -0.834 -3.712
H -2.197 -1.168 -4.785
H -3.063 -0.150 -3.601
H -2.221 0.614 -4.972
H -1.589 1.450 -2.231
H 0.483 2.382 -0.782
H 2.679 -0.240 0.243
H 5.144 -0.051 0.667
H 7.096 2.958 -0.544
H 7.150 1.928 0.892
H 7.281 1.208 -0.708
H 5.106 3.909 -1.001
H 2.642 3.726 -1.388
H 3.318 -0.276 -2.453
H 3.820 -1.969 -4.245
H 2.026 -2.841 -5.718
H -0.347 -1.954 -5.463
*
```

---

# C8H7N

A structure of composition C8H7N (ωB97M-V/def2-TZVPD, OMol25).

Computed properties:
HOMO level (alpha / beta): -8.3 / -8.3 eV
electronic energy: -9893.683 eV
energy above the lowest of the compared OMol25 structures with the same formula, charge and spin: 494.3 kJ/mol
orbital gap (alpha / beta): 0.294 / 0.294 Eh

```
! wB97M-V def2-TZVPD RIJCOSX def2/J DEFGRID3
* xyz 0 1
C 2.806 0.104 -0.047
C -0.898 1.142 0.000
C -0.851 0.195 -0.971
C 0.057 -1.772 -0.186
C 0.935 -1.513 0.731
C 0.314 1.646 0.573
C 0.423 -0.570 -1.136
C 1.416 -0.313 0.072
N 3.883 0.465 -0.183
H -1.842 1.560 0.304
H -1.759 -0.385 -1.212
H -0.509 -2.672 -0.356
H 1.162 -2.014 1.725
H 0.923 1.838 -0.262
H 0.198 1.874 1.608
H 0.853 -0.782 -2.222
*
```

---

# C3H7N3

The ion C3H7N3 with charge +2 (ωB97M-V/def2-TZVPD, OMol25).

Computed properties:
HOMO level (alpha / beta): -20.3 / -21.5 eV
electronic energy: -7669.505 eV
<S²>: 2.06
energy above the lowest of the compared OMol25 structures with the same formula, charge and spin: 205.4 kJ/mol
orbital gap (alpha / beta): 0.330 / 0.255 Eh

```
! wB97M-V def2-TZVPD RIJCOSX def2/J DEFGRID3
* xyz 2 3
C 1.427 0.104 -0.178
C 0.044 0.835 1.614
C 0.403 -0.654 -1.062
N 1.194 0.605 0.932
N -0.999 0.945 0.819
N -0.936 -0.649 -0.557
H 2.379 0.108 -0.636
H 0.044 0.939 2.660
H 0.532 -0.059 -1.983
H 0.761 -1.656 -1.237
H -1.971 1.067 0.652
H -1.689 -0.228 -1.058
H -1.188 -1.358 0.034
*
```

---

# C9H12ClNSi

A structure of composition C9H12ClNSi (ωB97M-V/def2-TZVPD, OMol25).

Computed properties:
HOMO level: -8.6 eV
electronic energy: -31416.259 eV
energy above the lowest of the compared OMol25 structures with the same formula, charge and spin: 248.9 kJ/mol
orbital gap: 0.336 Eh

```
! wB97M-V def2-TZVPD RIJCOSX def2/J DEFGRID3
* xyz 0 1
C 3.860 0.965 1.425
C 3.253 -0.236 1.783
C 3.206 1.736 0.504
C 2.042 -0.601 1.258
C 1.967 1.335 -0.017
C 1.386 0.090 0.272
C -2.361 0.971 -2.449
C -1.045 0.806 -2.152
C -2.749 -1.472 0.035
N -1.457 -1.794 -0.547
Si -0.411 -0.728 -1.299
Cl 0.518 -1.913 -2.624
H 4.821 1.194 1.825
H 3.768 -1.128 2.322
H 3.668 2.612 0.218
H 1.849 -1.666 1.403
H 1.620 1.894 -0.809
H -2.781 1.697 -3.170
H -3.092 0.433 -1.721
H -0.309 1.461 -2.525
H -2.852 -0.468 0.113
H -3.447 -2.066 -0.458
H -2.886 -1.942 1.117
H -1.526 -2.681 -0.941
*
```

---

# C38H46CoP2Si

A structure of composition C38H46CoP2Si (ωB97M-V/def2-TZVPD, OMol25).

Computed properties:
HOMO level (alpha / beta): -4.5 / -6.7 eV
electronic energy: -104223.896 eV
<S²>: 3.80
orbital gap (alpha / beta): 0.184 / 0.259 Eh

```
! wB97M-V def2-TZVPD RIJCOSX def2/J DEFGRID3
* xyz 0 4
Co -0.885 0.004 -0.053
C 1.445 -2.642 -1.370
C 2.270 -2.143 -0.451
C 3.704 -1.757 -0.704
C 3.966 -1.137 -2.097
C 2.841 -0.316 -2.654
C 1.898 -0.775 -3.506
C 1.595 -2.189 -3.844
C 1.907 -3.171 -2.706
C -1.902 1.961 0.756
H 0.407 -2.900 -1.173
H 2.079 -2.291 0.612
H 4.327 -2.659 -0.589
H 4.040 -1.048 0.058
H 4.832 -0.464 -1.979
H 4.269 -1.923 -2.807
H 3.029 0.751 -2.597
H 1.555 -0.089 -4.282
H 2.171 -2.469 -4.739
H 0.530 -2.282 -4.120
H 1.362 -4.105 -2.917
H 2.980 -3.413 -2.684
H -3.007 2.028 0.992
H -1.969 2.772 -0.029
H -1.392 2.489 1.585
P 0.538 -0.388 1.539
P -0.272 1.946 -0.966
C 1.725 0.420 0.446
C 1.362 1.241 -0.608
C 1.304 -0.468 3.158
C 2.614 -0.974 3.267
C 3.234 -1.047 4.515
C 2.551 -0.601 5.657
C 1.246 -0.098 5.556
C 0.615 -0.037 4.312
C -0.163 -2.104 1.134
C -1.191 -2.189 0.153
C -1.840 -3.407 -0.076
C -1.468 -4.542 0.650
C -0.470 -4.459 1.630
C 0.169 -3.238 1.894
C 0.058 3.710 -1.036
C 0.671 4.296 0.090
C 1.002 5.650 0.053
C 0.734 6.404 -1.096
C 0.121 5.816 -2.210
C -0.220 4.463 -2.191
C -1.325 1.469 -2.426
C -2.725 1.647 -2.440
C -3.455 1.191 -3.539
C -2.811 0.567 -4.612
C -1.420 0.408 -4.604
C -0.690 0.901 -3.529
H 2.774 0.432 0.775
H 2.139 1.698 -1.244
H 3.138 -1.314 2.374
H 4.245 -1.452 4.599
H 3.041 -0.654 6.635
H 0.724 0.240 6.457
H -0.406 0.331 4.217
H -1.483 -1.381 -0.609
H -2.601 -3.438 -0.861
H -1.956 -5.492 0.417
H -0.184 -5.362 2.179
H 0.936 -3.176 2.671
H 0.895 3.678 0.956
H 1.478 6.109 0.924
H 1.006 7.455 -1.120
H -0.089 6.408 -3.104
H -0.680 3.979 -3.048
H -3.213 2.111 -1.585
H -4.535 1.335 -3.554
H -3.393 0.214 -5.463
H -0.913 -0.074 -5.443
H 0.392 0.839 -3.485
C -4.388 -0.071 1.174
Si -2.672 0.152 1.950
C -2.899 1.293 3.494
C -2.559 -1.467 3.014
H -4.793 0.878 0.797
H -5.097 -0.465 1.920
H -4.346 -0.785 0.339
H -3.527 0.825 4.265
H -1.943 1.538 3.966
H -3.379 2.239 3.222
H -3.402 -1.511 3.732
H -2.619 -2.376 2.400
H -1.640 -1.544 3.616
*
```